Record 1
A 2-piece molecular cluster, C9H14 overall in a non-equilibrium geometry, computed with ωB97M-V with the def2-TZVPD basis set.

Geometry (Å):
1 C 2.313 -0.472 -0.159
2 C 1.449 -0.191 1.041
3 C 2.035 -0.196 2.306
4 C 1.283 0.036 3.440
5 C -0.089 0.250 3.321
6 C -0.696 0.232 2.079
7 C 0.085 -0.025 0.947
8 H 3.272 0.041 -0.086
9 H 1.818 -0.107 -1.066
10 H 2.400 -1.556 -0.272
11 H 3.118 -0.256 2.395
12 H 1.711 0.077 4.431
13 H -0.704 0.390 4.199
14 H -1.767 0.135 1.980
15 H -0.414 -0.069 -0.015
16 C -2.032 0.698 -2.465
17 C -1.937 -0.271 -3.658
18 H -1.820 1.724 -2.758
19 H -3.009 0.597 -1.991
20 H -1.299 0.439 -1.704
21 H -2.919 -0.569 -4.033
22 H -1.315 -1.133 -3.420
23 H -1.485 0.226 -4.510

Cartesian forces, eV/Å:
C -0.782 0.195 -0.352
C 0.531 -0.249 0.146
C 0.353 0.626 0.166
C -0.646 0.263 0.056
C -0.153 -0.045 0.057
C 0.532 -1.212 -0.283
C -0.627 0.403 0.051
H 0.114 -0.340 0.035
H 0.097 -0.038 0.080
H 0.449 0.129 -0.032
H -0.122 -0.270 -0.056
H 0.272 -0.086 -0.034
H 0.050 0.035 0.150
H -0.199 0.630 0.068
H 0.176 -0.072 0.040
C 0.008 -0.544 -0.065
C 0.013 0.495 -0.190
H -0.325 0.049 0.053
H 0.040 0.366 0.013
H 0.066 0.035 -0.025
H 0.092 -0.246 0.303
H -0.252 -0.166 -0.076
H 0.311 0.040 -0.106

Strongest force on any atom (eV/Å): 1.35
Molecular weight (g/mol): 122.21
Kohn-Sham gap (eV): 10.07
E_HOMO (eV): -9.0551
ΔE to the lowest compared entry with this formula, charge and spin (eV): 0.379


Record 2
H8NaO4 as an isolated structure, computed with ωB97M-V with the def2-TZVPD basis set.

Geometry (Å):
1 Na -0.508 0.076 0.087
2 O 0.185 2.592 -0.488
3 H -0.601 3.121 -0.683
4 H 0.791 3.194 -0.038
5 O 0.884 0.228 1.951
6 H 1.654 -0.354 2.001
7 H 0.942 0.780 2.742
8 O -1.720 -2.058 0.195
9 H -1.213 -2.864 0.032
10 H -2.339 -2.287 0.902
11 O 0.620 -0.581 -1.918
12 H 0.421 -0.338 -2.832
13 H 0.885 -1.509 -1.953

Cartesian forces, eV/Å:
Na 0.214 0.154 -0.155
O -0.412 -0.189 0.135
H 0.253 0.063 -0.018
H -0.062 -0.115 -0.084
O 0.148 -0.141 0.038
H -0.104 0.117 0.034
H -0.074 -0.049 -0.126
O 0.207 0.132 0.188
H -0.196 0.065 0.019
H 0.084 -0.006 -0.168
O -0.172 -0.223 0.137
H 0.082 0.007 0.160
H 0.030 0.185 -0.161

Strongest force on any atom (eV/Å): 0.47
Molecular weight (g/mol): 95.05
Kohn-Sham gap (eV): 12.19
Total charge: +1
E_HOMO (eV): -15.6167
ΔE to the lowest compared entry with this formula, charge and spin (eV): 0.088


Record 3
A 3-piece molecular cluster, C18H42N5O2S overall in a non-equilibrium geometry, computed with ωB97M-V with the def2-TZVPD basis set.

Geometry (Å):
1 O -3.480 -0.971 5.785
2 C -3.764 -1.246 4.337
3 C -3.254 -2.780 4.065
4 N -2.946 -3.111 2.622
5 C -1.780 -2.348 2.035
6 C -2.307 -1.776 0.555
7 S -0.884 -0.665 -0.071
8 C -1.598 1.070 0.093
9 N -1.544 1.636 1.495
10 N -2.151 2.875 1.347
11 C -2.591 3.128 -0.079
12 O -2.232 1.955 -0.896
13 H -4.017 -0.186 6.103
14 H -4.916 -1.132 4.138
15 H -3.196 -0.416 3.739
16 H -2.312 -3.027 4.715
17 H -4.136 -3.495 4.397
18 H -3.783 -2.977 1.999
19 H -2.698 -4.142 2.538
20 H -1.499 -1.398 2.664
21 H -0.807 -2.981 1.870
22 H -2.557 -2.632 -0.203
23 H -3.292 -1.173 0.761
24 H -3.153 4.032 -0.567
25 C 0.946 -6.834 -4.827
26 C 0.243 -5.496 -4.617
27 N 0.215 -5.060 -3.219
28 C -0.717 -3.957 -2.970
29 C -0.431 -2.624 -3.655
30 C 1.511 -4.946 -2.547
31 C 2.557 -4.029 -3.174
32 H 0.523 -7.609 -4.179
33 H 0.821 -7.161 -5.864
34 H 2.021 -6.765 -4.633
35 H -0.786 -5.618 -4.972
36 H 0.706 -4.744 -5.267
37 H -0.803 -3.788 -1.890
38 H -1.719 -4.286 -3.279
39 H 0.413 -2.106 -3.193
40 H -1.302 -1.967 -3.553
41 H -0.234 -2.738 -4.724
42 H 1.946 -5.950 -2.470
43 H 1.358 -4.642 -1.503
44 H 2.664 -4.189 -4.250
45 H 3.534 -4.226 -2.720
46 H 2.332 -2.977 -2.998
47 C 1.650 7.690 2.514
48 C 1.330 6.276 2.036
49 N 1.800 5.995 0.678
50 C 1.228 4.773 0.105
51 C 1.571 3.450 0.780
52 C 3.230 6.191 0.431
53 C 4.213 5.419 1.304
54 H 1.283 8.439 1.804
55 H 1.164 7.876 3.477
56 H 2.725 7.839 2.655
57 H 0.239 6.171 2.065
58 H 1.728 5.556 2.760
59 H 1.497 4.708 -0.957
60 H 0.135 4.879 0.107
61 H 2.601 3.146 0.575
62 H 0.922 2.659 0.386
63 H 1.420 3.483 1.862
64 H 3.451 7.260 0.538
65 H 3.453 5.978 -0.623
66 H 3.967 5.479 2.367
67 H 5.218 5.838 1.181
68 H 4.271 4.368 1.018

Cartesian forces, eV/Å:
O -1.111 0.123 -1.713
C -0.012 0.953 0.682
C -1.208 -0.022 2.364
N 0.461 -1.132 -0.279
C 1.151 2.117 -2.315
C -0.309 -0.157 1.185
S -2.196 1.486 -0.336
C -0.344 1.656 3.678
N -2.070 0.507 -7.915
N -1.343 0.274 -4.984
C 2.341 -3.498 3.447
O 0.955 0.354 5.321
H 0.832 -1.370 -0.849
H 2.221 -0.442 0.219
H -0.956 -1.788 0.708
H -1.767 0.634 -1.336
H 1.964 1.404 -0.644
H 0.834 -0.025 0.840
H -0.602 1.453 0.334
H -0.746 -2.061 -1.026
H -2.164 0.897 0.613
H 0.728 1.555 1.383
H 1.986 -0.864 -0.538
H 1.395 -2.081 1.122
C 0.112 -0.006 0.064
C 0.087 -0.134 0.088
N -0.358 0.215 0.427
C -0.076 -0.362 -0.294
C -0.015 0.391 0.057
C 0.074 -0.407 -0.114
C 0.271 0.200 0.070
H 0.060 0.145 -0.035
H 0.022 0.102 0.147
H -0.118 -0.048 -0.007
H -0.002 0.206 0.244
H 0.039 0.026 -0.122
H 0.231 -0.114 0.057
H 0.160 -0.116 -0.080
H -0.049 -0.054 -0.147
H 0.069 -0.043 -0.030
H 0.002 -0.026 0.143
H -0.143 0.067 -0.122
H -0.250 0.030 -0.176
H -0.053 0.001 0.081
H -0.108 0.008 -0.056
H 0.024 -0.036 -0.137
C 0.120 0.035 -0.017
C 0.121 0.153 -0.147
N -0.198 -0.258 -0.348
C -0.165 0.333 0.016
C 0.113 -0.347 -0.020
C -0.034 0.410 0.045
C 0.303 -0.140 0.029
H 0.083 -0.140 0.040
H 0.077 -0.073 -0.121
H -0.123 0.025 -0.035
H 0.097 -0.184 -0.241
H 0.012 -0.044 0.161
H 0.148 0.160 0.149
H 0.087 0.135 0.142
H -0.101 0.041 0.113
H 0.038 0.055 0.035
H 0.018 0.014 -0.101
H -0.152 -0.104 0.069
H -0.298 -0.079 0.141
H -0.026 -0.001 -0.070
H -0.116 -0.035 0.013
H -0.022 0.027 0.127

Strongest force on any atom (eV/Å): 8.20
Molecular weight (g/mol): 392.63
Kohn-Sham gap (eV): 5.99
Total charge: +1
E_HOMO (eV): -9.5388


Record 4
One molecule with the formula C3H5N3S2 in a non-equilibrium geometry, computed with ωB97M-V with the def2-TZVPD basis set.

Geometry (Å):
1 H -1.968 0.407 2.760
2 N -1.916 1.383 2.397
3 C -1.165 1.378 1.387
4 N -0.592 0.222 0.838
5 C 0.042 0.427 -0.246
6 N 0.661 -0.586 -1.033
7 S 1.604 0.028 -2.346
8 C 0.549 -1.967 -0.897
9 S -0.298 -2.830 0.192
10 H -1.047 2.345 0.854
11 H 0.260 1.410 -0.623
12 H 2.718 0.231 -1.635
13 H 1.151 -2.450 -1.648

Cartesian forces, eV/Å:
H -0.051 0.737 -0.195
N 0.117 -0.940 0.499
C -0.526 0.828 -0.204
N 0.357 -0.137 -0.875
C 0.288 -1.315 0.614
N -0.409 0.725 0.243
S -0.255 -0.274 0.212
C -0.408 0.110 0.748
S 0.339 0.408 -0.502
H 0.256 -0.472 0.125
H -0.086 0.478 -0.410
H 0.235 0.029 0.004
H 0.142 -0.179 -0.257

Strongest force on any atom (eV/Å): 1.48
Molecular weight (g/mol): 147.23
Kohn-Sham gap (eV): 8.26
E_HOMO (eV): -8.7238
ΔE to the lowest compared entry with this formula, charge and spin (eV): 1.712


Record 5
C38H50N5O4PS3SrTe as an isolated structure, computed with ωB97M-V with the def2-TZVPD basis set.

Geometry (Å):
1 Sr -0.954 0.106 0.446
2 O -3.565 3.088 1.594
3 C -2.483 2.834 1.052
4 O -1.493 2.219 1.544
5 C -2.378 3.184 -0.427
6 C -2.759 4.466 -0.889
7 C -2.740 4.707 -2.227
8 C -2.420 3.654 -3.120
9 C -2.476 3.802 -4.525
10 C -2.236 2.736 -5.344
11 C -1.922 1.477 -4.789
12 C -1.830 1.315 -3.436
13 C -2.078 2.403 -2.569
14 N -2.012 2.201 -1.216
15 H -3.055 5.213 -0.168
16 H -2.998 5.681 -2.625
17 H -2.728 4.772 -4.938
18 H -2.291 2.851 -6.419
19 H -1.736 0.635 -5.443
20 H -1.580 0.356 -3.003
21 O 5.727 0.435 7.011
22 C 5.134 1.322 6.170
23 O 5.362 2.494 6.307
24 C 4.224 0.766 5.133
25 C 3.437 1.665 4.414
26 C 2.565 1.223 3.440
27 C 2.454 -0.141 3.133
28 S 1.400 -0.734 1.881
29 C 3.250 -1.040 3.855
30 C 4.115 -0.593 4.835
31 H 5.395 -0.452 6.835
32 H 3.522 2.719 4.645
33 H 1.944 1.931 2.907
34 H 3.180 -2.095 3.628
35 H 4.721 -1.338 5.341
36 Te -1.132 -2.438 2.991
37 C -3.063 -3.180 3.579
38 C -3.506 -3.610 4.811
39 C -4.885 -3.983 4.854
40 C -5.513 -3.820 3.659
41 S -4.401 -3.235 2.480
42 H -2.832 -3.693 5.654
43 H -5.377 -4.371 5.737
44 H -6.538 -4.040 3.403
45 N -1.792 -4.166 -0.060
46 C -2.357 -3.499 -1.064
47 N -3.457 -4.044 -1.628
48 S -1.723 -2.057 -1.683
49 H -2.293 -4.922 0.383
50 H -1.165 -3.656 0.565
51 H -3.704 -5.001 -1.436
52 H -3.758 -3.651 -2.503
53 N -4.630 -0.216 4.146
54 C -5.027 0.068 2.724
55 C -3.740 -0.031 1.935
56 N -3.812 0.014 0.491
57 H -5.405 -0.127 4.800
58 H -3.887 0.429 4.428
59 H -4.232 -1.173 4.247
60 H -5.464 1.066 2.690
61 H -5.757 -0.685 2.429
62 H -3.238 -0.959 2.210
63 H -3.085 0.783 2.264
64 H -4.195 0.886 0.144
65 H -4.291 -0.776 0.079
66 C 1.658 1.012 -4.750
67 C 2.034 -0.184 -3.872
68 C 1.061 -1.325 -4.197
69 C 3.447 -0.650 -4.226
70 P 1.780 0.205 -2.034
71 C 2.759 -1.154 -1.284
72 C 4.098 -1.095 -0.906
73 C 4.721 -2.184 -0.315
74 C 4.024 -3.366 -0.113
75 C 2.696 -3.447 -0.498
76 C 2.070 -2.347 -1.064
77 C 2.628 1.843 -1.635
78 C 2.838 1.902 -0.117
79 C 1.604 2.943 -1.971
80 C 3.943 2.189 -2.340
81 H 1.612 0.682 -5.793
82 H 2.392 1.815 -4.697
83 H 0.683 1.421 -4.488
84 H 1.147 -1.576 -5.259
85 H 0.025 -1.043 -3.996
86 H 1.282 -2.225 -3.623
87 H 3.490 -0.864 -5.299
88 H 3.714 -1.561 -3.692
89 H 4.203 0.103 -4.009
90 H 4.673 -0.193 -1.051
91 H 5.757 -2.105 -0.009
92 H 4.510 -4.213 0.354
93 H 2.133 -4.357 -0.328
94 H 1.016 -2.409 -1.312
95 H 1.907 1.733 0.426
96 H 3.203 2.899 0.145
97 H 3.550 1.167 0.255
98 H 0.663 2.784 -1.438
99 H 1.381 3.009 -3.035
100 H 2.008 3.909 -1.654
101 H 4.739 1.472 -2.148
102 H 4.286 3.160 -1.970
103 H 3.827 2.278 -3.419

Cartesian forces, eV/Å:
Sr 0.230 -0.004 -0.101
O -0.001 0.034 0.040
C 0.000 -0.039 -0.028
O -0.051 -0.184 -0.055
C -0.044 -0.018 0.047
C -0.001 -0.023 -0.018
C 0.002 -0.012 0.006
C -0.028 0.058 -0.021
C 0.006 -0.005 0.014
C 0.005 -0.018 0.012
C -0.003 0.011 -0.027
C -0.001 0.000 0.029
C 0.021 -0.058 0.016
N -0.018 0.001 0.004
H -0.002 -0.003 0.005
H 0.000 -0.002 -0.005
H -0.001 0.001 0.000
H 0.002 -0.002 -0.001
H 0.000 0.000 -0.002
H -0.007 0.008 0.002
O -0.008 -0.008 -0.009
C -0.027 0.002 0.001
O 0.014 -0.006 -0.003
C 0.021 0.015 0.016
C -0.010 -0.009 0.013
C -0.018 0.002 0.009
C -0.109 0.123 -0.011
S 0.046 -0.205 -0.084
C 0.035 0.009 0.002
C -0.005 -0.004 -0.013
H 0.004 0.007 0.008
H 0.000 0.002 -0.002
H -0.001 0.009 -0.009
H 0.000 0.001 -0.006
H 0.006 0.004 0.001
Te -0.022 0.062 0.128
C -0.129 0.054 0.036
C 0.054 0.048 -0.048
C 0.123 0.078 0.022
C -0.046 0.007 -0.076
S -0.069 -0.302 -0.096
H -0.053 0.034 0.002
H -0.002 0.024 -0.003
H -0.005 -0.017 0.022
N -0.052 0.084 0.097
C 0.116 -0.040 -0.086
N 0.044 -0.034 -0.044
S -0.151 -0.041 0.010
H -0.001 0.002 0.006
H -0.036 -0.042 0.001
H -0.015 0.012 0.005
H -0.010 0.014 0.024
N 0.153 -0.254 0.281
C -0.061 0.019 -0.113
C 0.132 0.139 -0.049
N 0.113 0.230 0.065
H -0.001 0.004 -0.007
H -0.018 0.015 -0.011
H -0.059 0.065 -0.189
H 0.033 0.020 0.009
H 0.020 0.012 0.070
H -0.014 0.081 -0.006
H -0.081 0.012 0.051
H -0.050 -0.026 0.004
H 0.015 -0.018 0.007
C 0.003 0.021 -0.006
C -0.012 -0.007 0.002
C -0.010 0.004 -0.019
C -0.001 -0.011 -0.006
P -0.003 0.037 0.072
C 0.067 0.036 0.030
C -0.003 -0.007 -0.029
C -0.005 -0.011 0.003
C -0.002 0.008 -0.002
C 0.009 -0.005 0.000
C -0.043 -0.004 -0.021
C -0.040 0.019 -0.003
C 0.018 0.014 0.034
C -0.006 0.005 0.013
C 0.014 -0.007 -0.003
H 0.000 0.001 0.000
H -0.019 -0.011 -0.008
H -0.002 -0.008 0.001
H 0.005 -0.006 0.002
H 0.011 -0.003 0.002
H -0.001 -0.002 0.012
H 0.002 0.006 0.001
H -0.006 -0.001 0.000
H 0.008 0.024 0.014
H 0.003 0.025 -0.021
H 0.001 -0.001 0.000
H 0.003 0.000 -0.002
H -0.006 0.003 0.000
H 0.005 -0.003 -0.004
H -0.005 0.003 -0.007
H 0.004 -0.006 0.004
H -0.006 0.013 -0.009
H 0.011 -0.010 0.005
H 0.005 -0.008 -0.025
H 0.000 0.001 -0.006
H 0.004 -0.032 0.018
H 0.003 -0.005 0.000
H 0.012 -0.004 0.017

Strongest force on any atom (eV/Å): 0.41
Molecular weight (g/mol): 983.24
Kohn-Sham gap (eV): 5.88
E_HOMO (eV): -6.3412
ΔE to the lowest compared entry with this formula, charge and spin (eV): 0.530


Record 6
C21H18Br2N2O5Pt as an isolated structure in a non-equilibrium geometry, computed with ωB97M-V with the def2-TZVPD basis set.

Geometry (Å):
1 Pt 0.142 -0.138 0.530
2 O 3.192 0.973 0.252
3 C 2.798 2.337 0.249
4 C 2.566 2.886 1.651
5 C 1.670 2.021 2.548
6 C 0.197 2.230 2.327
7 C -0.412 3.380 2.813
8 C -1.776 3.555 2.694
9 C -2.532 2.546 2.117
10 C -1.882 1.427 1.652
11 N -0.545 1.279 1.740
12 H 3.986 0.874 0.789
13 H 1.890 2.388 -0.355
14 H 3.565 2.943 -0.244
15 H 2.127 3.885 1.571
16 H 3.538 3.002 2.138
17 H 1.865 2.301 3.584
18 H 1.913 0.965 2.433
19 H 0.201 4.129 3.297
20 H -2.247 4.458 3.061
21 H -3.606 2.615 2.033
22 H -2.418 0.609 1.198
23 Br -2.311 0.892 -7.875
24 C -1.766 0.809 -6.062
25 C -0.662 0.044 -5.722
26 C -0.265 -0.008 -4.394
27 C -0.970 0.692 -3.423
28 C -2.079 1.448 -3.784
29 C -2.481 1.516 -5.109
30 C -0.553 0.607 -1.988
31 O -1.321 1.022 -1.088
32 O 0.572 0.118 -1.708
33 H -0.123 -0.501 -6.485
34 H 0.592 -0.595 -4.094
35 H -2.621 1.979 -3.013
36 H -3.340 2.104 -5.401
37 Br -0.183 -7.686 0.040
38 C 0.067 -6.226 1.208
39 C 0.169 -6.448 2.574
40 N 0.357 -5.464 3.450
41 C 0.431 -4.221 2.981
42 C 0.322 -3.913 1.632
43 C 0.145 -4.940 0.717
44 C 0.346 -2.506 1.163
45 O 0.267 -1.551 2.013
46 O 0.424 -2.232 -0.053
47 H 0.096 -7.452 2.975
48 H 0.584 -3.431 3.706
49 H 0.069 -4.720 -0.339

Cartesian forces, eV/Å:
Pt -0.303 -1.778 0.905
O -0.027 -0.031 0.076
C 0.040 -0.096 0.007
C -0.011 0.012 0.002
C -0.023 0.040 -0.161
C 0.062 -0.063 0.363
C -0.075 0.039 0.084
C 0.018 0.047 -0.016
C 0.042 -0.086 0.138
C -0.084 0.017 0.238
N -0.043 0.927 -0.951
H 0.016 0.056 -0.070
H -0.015 -0.109 -0.001
H -0.087 0.092 -0.055
H 0.137 0.042 -0.015
H -0.030 -0.003 0.053
H -0.005 -0.070 0.036
H 0.005 0.009 -0.044
H 0.015 -0.006 -0.024
H 0.005 -0.012 0.005
H 0.007 -0.001 -0.040
H 0.041 0.052 -0.149
Br -0.006 -0.002 -0.017
C 0.004 0.012 -0.006
C 0.023 -0.013 0.044
C 0.007 0.019 -0.054
C -0.031 -0.050 0.056
C -0.022 -0.003 -0.046
C 0.012 0.004 0.051
C 0.104 0.237 -0.068
O -0.150 0.091 -0.044
O 0.091 0.304 -0.185
H 0.000 0.002 0.006
H 0.006 0.015 -0.009
H -0.008 -0.010 -0.005
H 0.003 0.002 0.004
Br -0.004 -0.021 -0.006
C -0.001 -0.056 -0.027
C 0.041 0.119 0.110
N 0.002 -0.008 -0.081
C -0.024 -0.058 0.086
C -0.054 0.112 0.066
C 0.028 0.050 -0.080
C 0.211 -0.480 0.143
O 0.052 0.356 -0.016
O 0.065 0.326 -0.278
H 0.007 -0.013 -0.022
H -0.026 0.002 -0.004
H -0.016 -0.014 0.002

Strongest force on any atom (eV/Å): 2.02
Molecular weight (g/mol): 733.27
Kohn-Sham gap (spin up / spin down) (eV): 8.00 / 8.00
E_HOMO (spin up / spin down) (eV): -8.3405 / -8.3405
ΔE to the lowest compared entry with this formula, charge and spin (eV): 1.501